Record 1
Formula: CH2O2S2
Source: OMol25
Level of theory: wB97M-V/def2-TZVPD

The largest force on an atom is 0.06246 hartree/bohr. The value obtained for the total energy is -985.8988 a.u. The HOMO energy (alpha / beta) comes out at -9.9 / -6.7 eV.

```
! wB97M-V def2-TZVPD RIJCOSX def2/J DEFGRID3
* xyz 0 1
C 0.93 0.51 -0.01
S 2.13 -0.70 -0.24
O -2.59 0.01 0.22
H 3.33 0.04 -0.28
O -2.23 -1.32 0.05
S -0.52 1.04 0.12
H -3.33 0.07 -0.42
*
```


Record 2
Formula: C2H4INO2
Source: OMol25
Level of theory: wB97M-V/def2-TZVPD

The largest force on an atom is 0.07147 hartree/bohr. The value obtained for the total energy is -581.3198 a.u. The HOMO energy (alpha / beta) comes out at -9.6 / -8.0 eV.

```
! wB97M-V def2-TZVPD RIJCOSX def2/J DEFGRID3
* xyz 0 1
H 1.71 1.52 -0.48
O -0.32 -2.47 0.44
O -2.04 -1.52 -0.55
N -1.02 -1.64 -0.02
H 0.27 1.09 1.55
H 0.79 0.10 -1.25
C 0.99 0.69 -0.41
I -1.99 1.47 0.08
H 1.63 -0.13 0.06
C -0.03 0.89 0.59
*
```


Record 3
Formula: C24H44Br2Cl8F3N2O
Source: OMol25
Level of theory: wB97M-V/def2-TZVPD

The largest force on an atom is 0.04873 hartree/bohr. The value obtained for the total energy is -10254.7131 a.u. The HOMO energy (alpha / beta) comes out at -8.3 / -8.8 eV. As for the expectation value of S²: 0.75.

```
! wB97M-V def2-TZVPD RIJCOSX def2/J DEFGRID3
* xyz 0 2
H -2.17 -2.09 0.25
H 0.64 1.65 2.99
H 0.74 -4.80 2.76
H 8.03 5.58 1.57
H 1.87 -2.90 2.12
H 4.76 -0.05 3.02
Cl -2.13 5.72 -0.13
H 1.53 -2.16 0.12
H 1.02 -0.07 1.83
C 0.82 -2.78 1.90
H -2.60 -0.06 -1.26
Cl 6.97 3.60 2.26
H -0.92 3.20 0.20
Cl -4.25 -8.57 -3.40
C -0.44 1.33 1.10
C -0.50 2.25 -0.12
C 4.18 0.26 3.88
C -0.52 -4.85 1.05
C 0.48 0.10 0.90
C -3.12 0.31 -0.38
C -1.01 -1.64 -3.48
H -0.48 2.92 2.57
H -1.12 1.87 -0.93
N 0.61 -2.40 0.49
H 7.78 4.47 0.22
Cl 3.76 2.61 2.57
H -0.99 7.68 -0.77
C 0.07 -4.12 2.25
C 6.07 5.68 0.73
Br -2.07 -2.97 -4.44
C -0.93 -2.03 -2.02
H 0.50 2.48 -0.46
H 0.87 -1.05 -1.50
H -0.18 6.91 -3.04
H -1.33 -4.28 0.60
H 0.41 -2.05 2.58
H -3.19 1.39 -0.43
H 5.24 2.07 4.29
H -2.29 7.26 -1.89
Cl 4.93 4.70 -0.23
C -1.60 -1.38 0.84
H -0.45 -3.00 -1.96
H 5.54 6.03 1.62
H -0.90 5.32 -2.72
H -0.47 0.04 -1.52
H -0.77 -3.89 2.90
C 4.23 1.76 4.05
H 0.23 -5.06 0.29
Cl 1.04 5.71 -1.43
C -0.19 -1.17 0.30
C -4.36 -5.86 -3.78
C -0.17 -0.96 -1.23
O -1.73 0.77 2.92
C 0.38 -1.35 -4.13
H -4.84 -5.04 -4.30
H -1.96 -2.15 -1.72
Br 0.37 -1.59 -6.09
C 0.24 2.22 2.16
C -2.48 -0.12 0.95
H -4.14 -0.05 -0.46
H -4.39 -1.08 1.27
H 0.99 2.81 1.66
F -1.72 -0.49 -3.58
H -4.16 0.39 2.19
H -3.32 -5.92 -4.11
H -3.38 -1.16 2.68
C -3.67 -0.52 1.86
H 6.34 6.54 0.12
H -1.59 -1.80 1.84
C -0.47 6.21 -2.25
H 1.23 0.41 0.18
Cl 2.51 -0.34 3.69
H -6.10 -7.13 -3.63
H 3.57 2.09 4.86
N -1.78 0.99 1.64
H -5.18 -7.29 -5.13
Cl -4.36 -5.45 -2.05
C -1.45 6.87 -1.32
C -5.10 -7.15 -4.06
F 1.27 -2.17 -3.64
F 0.73 -0.11 -3.94
C 7.31 4.91 1.10
H -0.91 -5.80 1.40
H 4.60 -0.22 4.77
*
```


Record 4
Formula: C14H41BrN7O5
Source: OMol25
Level of theory: wB97M-V/def2-TZVPD

The largest force on an atom is 0.21213 hartree/bohr. The value obtained for the total energy is -3891.5323 a.u. The HOMO energy comes out at -4.9 eV.

```
! wB97M-V def2-TZVPD RIJCOSX def2/J DEFGRID3
* xyz -1 1
H -21.41 -17.26 4.39
C -19.69 -12.39 4.87
H -24.43 -11.47 7.39
H -16.87 -16.71 5.57
H -22.31 -18.82 7.72
C -17.21 -16.70 4.53
H -25.56 -18.20 9.58
H -23.17 -10.82 8.56
N -17.36 -15.41 11.44
H -18.23 -15.07 11.06
O -23.01 -13.36 7.00
H -20.06 -14.11 3.57
O -24.04 -17.83 8.17
H -17.30 -17.76 4.28
H -16.45 -16.21 3.93
C -23.39 -17.80 12.82
H -20.14 -14.80 6.30
N -23.51 -11.36 7.78
H -21.73 -11.64 9.23
H -23.69 -16.53 10.54
H -22.78 -18.89 10.24
H -17.64 -14.03 3.90
H -24.81 -19.57 8.92
H -20.94 -18.45 5.64
H -23.24 -18.75 13.33
H -18.74 -11.97 4.52
N -22.48 -16.19 6.73
C -21.93 -18.54 10.82
H -19.73 -12.20 5.94
H -21.22 -18.11 10.11
H -16.61 -15.63 10.80
N -21.86 -12.34 8.52
H -21.11 -13.02 8.60
O -16.09 -15.47 13.21
H -18.10 -14.82 14.45
C -23.17 -18.40 7.19
C -25.13 -18.57 8.65
N -18.17 -14.89 13.44
H -21.66 -16.34 7.30
H -23.68 -17.10 5.50
H -19.49 -20.11 12.49
H -19.05 -14.95 12.94
H -22.10 -18.89 4.53
C -19.69 -13.89 4.57
C -18.26 -14.54 4.64
H -23.68 -19.27 6.77
H -25.92 -18.56 7.90
C -22.81 -17.42 6.07
C -22.35 -17.42 11.81
H -19.32 -18.71 11.56
N -20.58 -14.74 5.39
H -17.86 -14.51 5.65
C -20.07 -19.25 12.14
H -20.37 -15.62 4.94
O -21.23 -19.64 11.41
C -22.76 -12.39 7.68
H -23.12 -16.14 7.51
C -21.78 -18.01 5.10
H -21.43 -17.04 12.26
N -22.82 -16.32 11.01
H -22.18 -16.14 10.24
H -20.48 -11.88 4.32
O -18.35 -15.91 4.22
Br -19.85 -15.15 8.87
H -24.39 -17.71 12.41
H -20.32 -18.54 12.93
H -23.25 -17.14 13.67
C -17.11 -15.20 12.69
*
```


Record 5
Formula: C3H5NO2
Source: OMol25
Level of theory: wB97M-V/def2-TZVPD

The largest force on an atom is 0.02023 hartree/bohr. The value obtained for the total energy is -322.4547 a.u. The HOMO energy comes out at -8.9 eV.

```
! wB97M-V def2-TZVPD RIJCOSX def2/J DEFGRID3
* xyz 0 1
C 1.75 -0.24 0.69
H -1.72 -1.11 0.15
C 0.44 0.24 -0.89
H 1.43 0.71 1.16
O -3.10 0.27 -0.44
H -1.08 1.44 -1.26
C -1.98 -0.15 -0.32
H 1.90 -0.98 1.46
N -0.87 0.55 -0.83
H 2.64 -0.02 0.09
O 0.71 -0.84 -0.12
*
```


Record 6
Formula: C4H7N3
Source: OMol25
Level of theory: wB97M-V/def2-TZVPD

The largest force on an atom is 0.03026 hartree/bohr. The value obtained for the total energy is -320.7505 a.u. The HOMO energy comes out at -8.2 eV.

```
! wB97M-V def2-TZVPD RIJCOSX def2/J DEFGRID3
* xyz 0 1
C 0.77 -0.18 0.38
H 0.71 -1.24 0.50
C 1.87 0.56 0.72
H 2.78 2.28 0.44
N 2.15 1.60 -0.03
H -2.94 -1.24 -0.08
H -1.87 0.24 -1.60
H 2.42 0.32 1.63
N -1.39 0.03 -0.74
H -1.46 -2.12 -0.52
C -0.09 0.51 -0.55
C -1.85 -1.19 -0.07
H -1.54 -1.17 0.98
N 0.45 1.59 -1.07
*
```


Record 7
Formula: C20H25ClN4O
Source: OMol25
Level of theory: wB97M-V/def2-TZVPD

The largest force on an atom is 0.28006 hartree/bohr. The value obtained for the total energy is -1531.0016 a.u. The HOMO energy comes out at -8.3 eV.

```
! wB97M-V def2-TZVPD RIJCOSX def2/J DEFGRID3
* xyz 0 1
H -1.15 2.46 5.04
H -1.84 -1.00 -5.01
C 1.24 2.64 -1.65
C -0.59 1.10 2.15
H 3.36 -3.01 0.41
H -1.20 2.05 0.26
C -2.05 3.14 1.92
H -2.39 0.47 -4.52
H 0.01 -1.98 -0.59
H -0.73 2.30 -3.59
C 0.90 1.51 -2.39
O 0.78 -3.35 1.95
Cl -2.84 4.36 4.28
C 0.85 -3.98 -1.55
C -0.57 0.34 -3.72
H 0.65 0.31 0.36
N 1.51 -1.84 -2.25
C 0.13 0.21 1.18
C -2.03 3.11 3.38
N 0.09 -2.21 0.32
C 2.75 -1.93 -1.03
C -1.26 2.08 1.22
H 0.49 -2.92 -3.40
H -1.11 -1.81 2.22
C 0.01 1.55 -3.40
H 1.62 -4.75 0.24
H 2.42 -0.94 -0.40
H 2.19 -3.79 -3.13
H 3.54 -1.67 -1.62
C 0.83 -3.09 0.84
H 1.63 3.26 -2.38
H 0.08 0.72 3.85
C -0.49 1.34 3.44
H -2.88 3.69 1.36
H 0.54 3.04 -0.99
C 1.33 -3.15 -2.79
N 0.01 -0.85 -3.26
H -1.31 0.62 -5.70
C -1.52 0.19 -4.81
C 2.98 -3.25 -0.51
H 3.52 -3.90 -1.13
H 2.06 2.56 -0.93
H -0.04 -4.03 -1.45
H -1.72 -0.82 0.77
C -0.54 -1.15 1.16
C 0.99 -0.74 -2.49
C -1.32 2.27 3.99
C 1.39 -3.95 -0.08
H 1.08 -0.23 1.91
N 1.26 0.41 -2.05
H 0.95 -5.20 -1.98
*
```


Record 8
Formula: C6H26O10
Source: OMol25
Level of theory: wB97M-V/def2-TZVPD

The largest force on an atom is 0.04538 hartree/bohr. The value obtained for the total energy is -996.5342 a.u. The HOMO energy comes out at -10.1 eV. The SMILES is OCCO.OCCO.OCCO.O.O.O.O.

```
! wB97M-V def2-TZVPD RIJCOSX def2/J DEFGRID3
* xyz 0 1
H 2.35 1.84 0.33
O -0.57 1.25 -3.19
H 1.02 -0.75 0.46
O -1.92 1.67 2.38
H 3.64 -2.30 -2.35
H -1.31 -1.58 -1.28
H -0.45 -1.36 1.14
O 1.98 1.45 -0.46
O 3.23 -1.89 -3.12
O 0.86 -0.60 3.68
H 1.58 2.73 -1.60
H -1.32 1.34 1.71
H 0.63 3.90 -1.39
C 1.39 -2.60 4.83
H 0.24 -2.43 2.97
H 0.13 1.00 -0.16
H -1.98 0.82 -1.76
H -3.91 1.63 -3.28
O -0.60 0.47 0.16
O 1.01 3.34 -2.07
H 0.12 -0.34 -2.35
H 2.53 0.69 -0.63
H -2.08 0.91 2.95
C 1.09 -1.94 3.45
C -2.88 2.02 -3.29
H -2.59 2.27 -4.31
H -0.04 -0.46 3.98
H -0.51 -2.89 5.23
H 1.80 -3.59 4.62
H 1.95 -1.88 2.78
C -0.26 -1.61 -1.00
O 0.49 -1.18 -2.07
O -2.83 3.17 -2.44
C -0.05 -0.85 0.27
H -0.31 2.16 -2.98
H -1.96 -0.06 -3.20
H -3.57 3.70 -2.73
C -1.85 0.96 -2.84
O 0.31 -2.70 5.70
H 0.09 -2.60 -0.70
H 2.36 -1.63 -2.81
H 2.18 -2.08 5.37
*
```


Record 9
Formula: C9H12NO2S
Source: OMol25
Level of theory: wB97M-V/def2-TZVPD

The largest force on an atom is 0.10535 hartree/bohr. The value obtained for the total energy is -953.2472 a.u. The HOMO energy comes out at -12.1 eV.

```
! wB97M-V def2-TZVPD RIJCOSX def2/J DEFGRID3
* xyz 1 1
O 0.46 2.33 -1.02
C 1.50 -0.01 1.36
C -2.81 1.11 -1.96
H 2.52 -1.17 3.92
C 1.16 -2.78 3.71
C 1.81 -1.65 3.28
C -0.80 2.07 -0.81
C 1.23 -1.16 2.13
H 1.51 0.82 -1.79
C 0.87 1.66 -2.16
H 2.46 0.52 1.74
O 0.96 0.27 0.30
H -0.26 -0.06 -2.93
H -3.43 1.95 -2.13
C -0.41 0.95 -2.68
H 1.49 -3.47 4.49
S 0.15 -2.31 1.39
C 0.36 -3.30 2.77
H -1.47 2.40 -0.01
H -0.19 -4.24 2.67
H 1.28 2.40 -2.86
H -3.00 0.51 -2.80
N -1.34 1.28 -1.71
H -3.25 0.55 -1.15
H -0.77 1.35 -3.74
*
```


Record 10
Formula: C2H6N2S
Source: OMol25
Level of theory: wB97M-V/def2-TZVPD

The largest force on an atom is 0.10453 hartree/bohr. The value obtained for the total energy is -587.4178 a.u. The HOMO energy comes out at -9.1 eV. The SMILES is [H]/N=C/NSC.

```
! wB97M-V def2-TZVPD RIJCOSX def2/J DEFGRID3
* xyz 0 1
C -2.02 0.38 0.09
H -2.01 0.96 1.00
N 2.74 -0.23 0.14
H -3.10 0.12 -0.16
H 3.15 0.21 -0.70
C 1.54 -0.21 -0.26
H 1.30 0.00 -1.24
N 0.50 -0.21 0.66
H 0.97 -1.02 1.37
H -2.12 1.01 -0.83
S -0.96 -1.00 -0.07
*
```


Record 11
Formula: C4H11NSi
Source: OMol25
Level of theory: wB97M-V/def2-TZVPD

The largest force on an atom is 0.05151 hartree/bohr. The value obtained for the total energy is -503.1268 a.u. The HOMO energy comes out at -6.8 eV.

```
! wB97M-V def2-TZVPD RIJCOSX def2/J DEFGRID3
* xyz 0 1
H -2.90 1.63 -0.29
H 2.10 -0.07 -1.74
H 1.54 -2.16 0.50
Si 0.49 0.01 0.13
C 1.16 1.22 1.34
H 0.64 -0.34 -2.38
H 0.42 -1.92 1.75
H -0.22 -2.20 0.11
H 1.55 0.70 2.26
H 0.98 1.24 -1.98
C -2.41 0.61 -0.20
H 0.28 1.71 1.77
C 1.10 0.28 -1.60
H 1.86 1.83 0.78
N -3.07 -0.39 -0.53
H -4.05 -0.41 -0.62
C 0.53 -1.74 0.72
*
```


Record 12
Formula: C15H17N3O4S
Source: OMol25
Level of theory: wB97M-V/def2-TZVPD

The largest force on an atom is 0.01502 hartree/bohr. The value obtained for the total energy is -1445.1979 a.u. The HOMO energy comes out at -8.7 eV. The SMILES is COc1ccccc1N(CC(=O)Nc1cccnc1)S(C)(=O)=O.

```
! wB97M-V def2-TZVPD RIJCOSX def2/J DEFGRID3
* xyz 0 1
S -0.46 -1.02 -1.22
C 4.02 1.02 0.78
C 4.11 -0.55 -1.01
H -3.18 -1.67 2.82
O 1.35 2.12 0.89
C -2.92 -0.22 0.53
H 5.80 1.02 1.98
C 1.20 1.55 -0.17
H -1.83 -2.70 2.32
N 2.14 0.78 -0.79
H 0.51 -1.09 0.96
C 5.29 0.59 1.13
H 3.51 1.79 1.34
H -0.63 2.53 -0.65
H -5.02 2.46 -1.31
C -2.66 -2.09 1.96
C -5.03 0.85 0.10
C 5.89 -0.41 0.38
N -0.94 0.48 -0.64
H -4.77 -0.78 1.45
C -0.11 1.62 -0.97
C -4.28 -0.11 0.75
H 3.67 -1.03 -1.88
C 3.41 0.44 -0.32
O -2.08 -1.09 1.15
H 6.88 -0.78 0.62
H -0.04 -2.69 0.41
H 0.10 1.66 -2.04
H 1.48 -2.01 -0.24
H 1.82 0.27 -1.61
O 0.47 -0.77 -2.29
C -3.08 1.60 -1.06
O -1.61 -1.81 -1.52
H -6.09 0.91 0.29
H -2.61 2.25 -1.78
N 5.31 -0.96 -0.67
C -4.43 1.71 -0.80
C 0.48 -1.79 0.13
H -3.35 -2.72 1.38
C -2.31 0.65 -0.40
*
```